Entry from OMol25: a structure of composition C19H46Hg2O18S4V at a distorted geometry (ωB97M-V/def2-TZVPD).

Last column: Löwdin spin population.
Geometry (Å):
Hg1 -5.299 7.384 12.959  0.00
Hg2 -2.586 4.207 14.608  0.00
O1 -4.605 6.255 18.051  -0.23
V1 -4.377 6.824 16.629  1.20
C1 -0.266 7.632 16.318  0.00
C2 -1.002 6.371 16.735  0.00
C3 -1.096 6.271 18.273  0.00
O2 -2.171 5.957 16.084  0.00
H1 0.112 7.641 15.301  0.00
H2 0.547 7.753 17.032  0.00
H3 -0.878 8.522 16.511  0.00
H4 -0.228 5.597 16.606  0.00
H5 -0.109 6.421 18.702  0.00
H6 -1.423 5.279 18.601  0.00
H7 -1.868 6.902 18.726  0.00
C4 -5.196 10.522 15.743  0.00
C5 -4.592 9.760 14.543  0.00
C6 -3.474 10.641 13.966  0.00
O3 -4.116 8.406 14.785  0.00
H8 -5.759 11.366 15.340  0.00
H9 -4.489 10.997 16.428  0.00
H10 -5.781 9.837 16.344  0.00
H11 -5.421 9.602 13.845  0.00
H12 -3.902 11.615 13.735  0.00
H13 -3.123 10.215 13.022  0.00
H14 -2.644 10.701 14.666  0.00
C7 -5.353 5.194 14.763  0.00
O4 -4.718 4.759 15.823  0.00
O5 -6.043 6.241 14.928  0.02
O6 -4.436 5.347 13.837  0.00
O7 -7.395 7.731 19.471  0.00
S1 -7.433 8.166 18.112  0.00
O8 -6.293 8.023 17.215  0.01
O9 -8.760 7.503 17.415  0.00
C8 -9.978 7.448 18.161  0.00
C9 -10.495 6.016 18.114  0.00
C10 -7.992 9.899 17.909  0.00
H15 -10.716 8.227 17.946  0.00
H16 -9.748 7.718 19.200  0.00
H17 -9.836 5.327 18.635  0.00
H18 -10.642 5.737 17.071  0.00
H19 -11.450 5.942 18.636  0.00
H20 -7.271 10.588 18.337  0.00
H21 -8.953 10.010 18.412  0.00
H22 -8.222 10.006 16.851  0.00
O10 -7.139 5.074 18.369  0.00
S2 -7.521 3.683 18.481  0.00
O11 -8.151 3.238 19.689  0.00
O12 -8.466 3.275 17.233  0.00
C11 -8.479 4.041 16.016  0.00
C12 -9.784 3.567 15.348  0.00
C13 -6.077 2.620 18.118  0.00
H23 -7.562 3.728 15.506  0.00
H24 -8.415 5.126 16.107  0.00
H25 -9.980 3.981 14.355  0.00
H26 -10.687 3.775 15.915  0.00
H27 -9.655 2.498 15.184  0.00
H28 -5.522 2.575 19.052  0.00
H29 -5.587 2.932 17.203  0.00
H30 -6.441 1.600 17.977  0.00
O13 -7.484 7.844 13.079  0.00
S3 -8.871 8.332 13.151  0.00
O14 -9.085 9.532 13.871  0.00
O15 -9.394 8.585 11.645  0.00
C14 -8.993 7.683 10.597  0.00
C15 -10.093 6.713 10.096  0.00
C16 -9.991 6.967 13.697  0.00
H31 -8.116 7.097 10.855  0.00
H32 -8.834 8.316 9.727  0.00
H33 -11.131 7.038 10.073  0.00
H34 -10.079 5.761 10.632  0.00
H35 -9.821 6.474 9.066  0.00
H36 -10.820 6.965 12.997  0.00
H37 -10.155 7.069 14.763  0.00
H38 -9.357 6.127 13.409  0.00
O16 -3.118 7.389 11.861  0.00
S4 -1.857 6.723 12.129  0.00
O17 -1.876 5.419 12.770  0.00
O18 -1.149 6.572 10.711  0.00
C17 -1.918 5.964 9.642  0.00
C18 -1.006 5.632 8.494  0.00
C19 -0.810 7.959 12.843  0.00
H39 -2.748 6.605 9.341  0.00
H40 -2.347 5.052 10.066  0.00
H41 -0.286 4.883 8.835  0.00
H42 -0.448 6.454 8.051  0.00
H43 -1.519 5.120 7.680  0.00
H44 -1.295 8.447 13.683  0.00
H45 -0.488 8.639 12.051  0.00
H46 0.183 7.567 13.078  0.00

Properties
HOMO (alpha / beta): -14.61 / -14.62 eV
Spin multiplicity: 2
Kohn-Sham gap (alpha / beta): 0.2249 / 0.2248 Eh
Net charge: +2